Arrangement 1

{"formula": "C4H12N2O", "method": "the ωB97M-V functional and the def2-TZVPD basis", "charge": 0, "homo_lumo_gap_ev": 6.14, "e_homo_ev": -6.466, "elements": ["N", "C", "O", "H", "H", "H", "H", "C", "C", "C", "N", "H", "H", "H", "H", "H", "H", "H", "H"], "positions_angstrom": [[0.563, 1.790, -0.334], [0.443, 2.163, 1.123], [-0.737, 1.716, 1.636], [-0.410, 1.801, -0.633], [1.003, 2.569, -0.817], [1.304, 1.722, 1.653], [0.498, 3.259, 1.208], [-0.964, -0.854, 1.386], [-0.121, -1.120, 0.275], [-0.477, -1.577, -0.946], [0.561, -1.708, -2.015], [-1.996, -1.178, 1.237], [-0.565, -1.159, 2.350], [-0.946, 0.499, 1.509], [0.896, -0.722, 0.334], [-1.414, -2.051, -1.192], [1.119, -0.854, -1.992], [1.151, -2.531, -1.869], [0.095, -1.764, -2.913]]}

***

Arrangement 2

{"formula": "C4H12N2O", "method": "the ωB97M-V functional and the def2-TZVPD basis", "charge": 0, "homo_lumo_gap_ev": 9.12, "e_homo_ev": -8.182, "elements": ["C", "C", "C", "C", "N", "N", "O", "H", "H", "H", "H", "H", "H", "H", "H", "H", "H", "H", "H"], "positions_angstrom": [[-0.629, 0.338, -0.035], [1.304, -1.245, 0.240], [-0.190, -1.115, 0.225], [-1.763, 0.386, -1.062], [0.573, 0.941, -0.605], [-1.100, 0.942, 1.197], [2.454, 0.080, 0.673], [3.338, -0.262, 0.847], [-0.344, 0.983, 1.873], [-1.433, 1.886, 1.036], [1.030, 1.709, -0.081], [0.787, 1.055, -1.587], [1.648, -1.719, 1.156], [1.609, -1.909, -0.578], [-0.566, -1.471, 1.184], [-0.589, -1.798, -0.533], [-1.447, -0.062, -2.000], [-2.630, -0.158, -0.684], [-2.052, 1.419, -1.265]]}

***

Arrangement 3

{"formula": "C4H12N2O", "method": "the ωB97M-V functional and the def2-TZVPD basis", "charge": 0, "homo_lumo_gap_ev": 9.68, "e_homo_ev": -8.678, "elements": ["N", "C", "C", "C", "N", "C", "O", "H", "H", "H", "H", "H", "H", "H", "H", "H", "H", "H", "H"], "positions_angstrom": [[-2.054, 0.036, -0.165], [-1.284, -0.112, -1.410], [0.017, 0.640, -1.522], [1.102, 0.199, -0.511], [0.866, 0.747, 0.820], [0.641, -0.208, 1.843], [1.666, -1.206, 1.862], [-2.675, 0.827, -0.195], [-2.539, -0.832, -0.004], [-1.915, 0.005, -2.251], [-1.020, -1.161, -1.478], [-0.008, 1.730, -1.437], [0.419, 0.440, -2.486], [1.162, -0.888, -0.486], [2.042, 0.568, -0.910], [1.692, 1.252, 1.131], [0.587, 0.305, 2.808], [-0.340, -0.671, 1.694], [1.642, -1.669, 2.698]]}

***

Arrangement 4

{"formula": "C4H12N2O", "method": "the ωB97M-V functional and the def2-TZVPD basis", "charge": 0, "homo_lumo_gap_ev": 9.09, "e_homo_ev": -8.320, "elements": ["C", "C", "N", "C", "C", "N", "H", "H", "H", "H", "H", "H", "H", "H", "H", "H", "O", "H", "H"], "positions_angstrom": [[-1.267, -1.136, -1.485], [-1.104, 0.126, -1.062], [-1.831, 1.310, -1.304], [0.232, 0.373, -0.248], [0.395, 1.774, 0.326], [-0.469, 1.966, 1.510], [-2.168, -1.309, -2.071], [-0.428, -1.733, -1.182], [-2.105, 1.817, -0.488], [-2.607, 1.213, -1.945], [0.992, 0.120, -0.995], [0.193, -0.380, 0.533], [0.293, 2.547, -0.447], [1.472, 1.885, 0.525], [-1.227, 2.607, 1.322], [0.080, 2.351, 2.266], [3.531, -4.404, 1.672], [2.762, -3.834, 1.628], [3.256, -5.292, 1.443]]}

***

The most stable arrangement is arrangement 3, and the next structure is 10.5 kcal/mol less stable.

***

Arrangement 1

{"formula": "C4H12N2O", "method": "the ωB97M-V functional and the def2-TZVPD basis", "charge": 0, "homo_lumo_gap_ev": 9.73, "e_homo_ev": -8.708, "elements": ["C", "C", "O", "N", "C", "C", "N", "H", "H", "H", "H", "H", "H", "H", "H", "H", "H", "H", "H"], "positions_angstrom": [[1.459, -0.007, 1.628], [0.861, 0.338, 0.274], [2.022, 0.334, -0.835], [-0.064, -0.626, -0.165], [-0.229, -0.819, -1.590], [-1.488, -0.055, 0.518], [-2.172, 1.002, -0.131], [0.766, 0.227, 2.433], [1.709, -1.065, 1.671], [2.376, 0.562, 1.764], [0.544, 1.388, 0.204], [2.537, -0.476, -0.739], [0.566, -1.470, -1.950], [-1.176, -1.338, -1.754], [-0.223, 0.114, -2.169], [-1.304, 0.201, 1.560], [-2.083, -0.967, 0.482], [-1.665, 1.878, -0.120], [-2.437, 0.779, -1.082]]}

***

Arrangement 2

{"formula": "C4H12N2O", "method": "the ωB97M-V functional and the def2-TZVPD basis", "charge": 0, "homo_lumo_gap_ev": 9.88, "e_homo_ev": -9.025, "elements": ["C", "N", "C", "C", "C", "N", "H", "H", "H", "H", "H", "H", "H", "H", "H", "H", "O", "H", "H"], "positions_angstrom": [[-0.774, 2.141, -1.580], [-0.311, 1.384, -0.626], [0.813, 0.428, -0.852], [0.333, -0.990, -1.013], [0.085, -1.639, 0.372], [1.156, -1.545, 1.401], [-1.334, 3.038, -1.096], [-0.524, 2.065, -2.590], [1.590, 0.789, -1.545], [1.232, 0.536, 0.182], [0.825, -1.551, -1.805], [-0.787, -1.017, -1.416], [-0.215, -2.766, 0.258], [-0.906, -1.180, 0.756], [1.084, -0.695, 1.989], [2.032, -1.779, 0.981], [-1.238, 1.053, 2.531], [-1.607, 0.202, 2.328], [-1.454, 1.526, 1.723]]}

***

Arrangement 3

{"formula": "C4H12N2O", "method": "the ωB97M-V functional and the def2-TZVPD basis", "charge": 0, "homo_lumo_gap_ev": 9.43, "e_homo_ev": -8.566, "elements": ["C", "C", "N", "H", "H", "H", "H", "H", "H", "C", "O", "C", "N", "H", "H", "H", "H", "H", "H"], "positions_angstrom": [[2.417, -0.229, -0.124], [0.610, 1.384, -0.104], [1.980, 1.214, 0.133], [3.432, -0.302, 0.263], [2.428, -0.556, -1.138], [1.814, -0.909, 0.501], [-0.079, 1.145, 0.745], [0.292, 2.398, -0.480], [2.510, 1.736, -0.593], [-1.557, 0.026, -0.661], [-0.559, 0.682, -1.240], [-1.030, -0.965, 0.518], [-1.809, -1.942, 1.264], [-2.368, 0.624, -0.111], [-2.159, -0.734, -1.264], [-0.563, -1.277, -0.372], [-0.405, -0.568, 1.264], [-1.524, -1.735, 2.256], [-2.751, -1.485, 1.293]]}

***

The most stable arrangement is arrangement 1, and the next structure is 19.1 kcal/mol less stable.

***

Arrangement 1

{"formula": "C4H12N2O", "method": "the ωB97M-V functional and the def2-TZVPD basis", "charge": 0, "homo_lumo_gap_ev": 10.08, "e_homo_ev": -9.242, "elements": ["C", "C", "O", "C", "N", "C", "N", "H", "H", "H", "H", "H", "H", "H", "H", "H", "H", "H", "H"], "positions_angstrom": [[1.221, 1.802, 0.942], [0.283, 1.319, -0.196], [1.085, 0.703, -1.227], [-0.616, -0.023, 0.192], [-1.685, 0.034, -0.891], [0.248, -1.324, 0.248], [-0.727, -2.403, 0.836], [1.721, 0.951, 1.364], [1.989, 2.385, 0.579], [0.580, 2.337, 1.713], [-0.418, 1.995, -0.595], [1.715, 1.265, -1.643], [-1.082, 0.275, 1.123], [-2.223, -0.835, -0.836], [-1.257, -0.014, -1.740], [1.025, -1.193, 1.004], [0.652, -1.557, -0.653], [-1.035, -1.991, 1.694], [-0.287, -3.305, 1.077]]}

***

Arrangement 2

{"formula": "C4H12N2O", "method": "the ωB97M-V functional and the def2-TZVPD basis", "charge": 0, "homo_lumo_gap_ev": 9.56, "e_homo_ev": -8.597, "elements": ["C", "C", "C", "N", "N", "C", "O", "H", "H", "H", "H", "H", "H", "H", "H", "H", "H", "H", "H"], "positions_angstrom": [[-0.486, -1.429, 0.457], [-0.476, 0.092, 0.435], [0.755, 0.636, 1.237], [0.586, 0.190, 2.614], [-0.245, 0.572, -0.965], [-0.450, -0.080, -2.220], [0.280, 0.606, -3.214], [0.067, -1.783, -0.412], [-1.484, -1.829, 0.486], [0.161, -1.811, 1.264], [-1.385, 0.546, 0.839], [0.901, 1.739, 1.166], [1.601, 0.338, 0.631], [1.445, 0.297, 3.146], [-0.140, 0.717, 3.082], [-0.470, 1.565, -0.938], [-0.300, -1.173, -2.216], [-1.488, -0.046, -2.549], [1.130, 0.851, -2.843]]}

***

Arrangement 3

{"formula": "C4H12N2O", "method": "the ωB97M-V functional and the def2-TZVPD basis", "charge": 0, "homo_lumo_gap_ev": 10.03, "e_homo_ev": -8.978, "elements": ["C", "C", "O", "C", "N", "N", "C", "H", "H", "H", "H", "H", "H", "H", "H", "H", "H", "H", "H"], "positions_angstrom": [[2.338, -1.466, -0.307], [1.623, -0.313, -1.025], [0.765, 0.388, -0.160], [-0.691, 0.293, 0.596], [-0.477, -0.741, 1.520], [-2.008, 0.358, 0.108], [-2.294, 1.713, -0.375], [2.930, -2.001, -1.049], [1.580, -2.132, 0.097], [2.932, -1.096, 0.527], [2.343, 0.346, -1.515], [1.004, -0.778, -1.808], [-0.419, 1.260, 1.004], [-0.414, -1.628, 1.028], [0.437, -0.609, 1.929], [-2.599, 0.171, 0.906], [-3.360, 1.911, -0.399], [-1.858, 1.867, -1.360], [-1.834, 2.457, 0.285]]}

***

The most stable arrangement is arrangement 2, and the next structure is 2.6 kcal/mol less stable.

***

Arrangement 1

{"formula": "C4H12N2O", "method": "the ωB97M-V functional and the def2-TZVPD basis", "charge": 0, "homo_lumo_gap_ev": 9.50, "e_homo_ev": -8.729, "elements": ["C", "N", "C", "C", "C", "N", "H", "H", "H", "H", "H", "H", "H", "H", "H", "H", "O", "H", "H"], "positions_angstrom": [[-0.278, -3.328, 0.308], [-0.383, -1.977, 0.334], [1.080, -1.429, 0.287], [0.864, 0.007, 0.664], [0.011, 0.804, -0.431], [0.774, 1.846, -1.326], [-1.130, -4.097, 0.208], [0.681, -3.640, -0.129], [1.651, -1.723, 1.077], [1.584, -1.791, -0.723], [1.783, 0.599, 0.676], [0.291, 0.136, 1.571], [-0.833, 1.322, -0.008], [-0.188, 0.025, -1.077], [1.388, 1.349, -2.007], [1.272, 2.462, -0.708], [-2.474, 3.107, 0.216], [-3.371, 3.566, -0.066], [-2.723, 2.763, 1.131]]}

***

Arrangement 2

{"formula": "C4H12N2O", "method": "the ωB97M-V functional and the def2-TZVPD basis", "charge": 0, "homo_lumo_gap_ev": 9.95, "e_homo_ev": -9.159, "elements": ["N", "C", "C", "N", "C", "C", "O", "H", "H", "H", "H", "H", "H", "H", "H", "H", "H", "H", "H"], "positions_angstrom": [[-0.343, -1.092, -2.762], [-0.268, -1.411, -1.301], [0.024, -0.200, -0.445], [-1.200, 0.574, -0.077], [0.891, -0.337, 0.823], [1.069, 0.917, 1.758], [-0.081, 1.659, 2.174], [-1.097, -1.684, -3.115], [0.511, -1.617, -2.966], [0.649, -2.009, -1.089], [-1.115, -2.015, -1.033], [0.657, 0.524, -0.970], [-1.281, 1.366, -0.700], [-2.094, 0.091, -0.184], [0.588, -1.194, 1.443], [1.853, -0.392, 0.280], [1.801, 1.608, 1.286], [1.614, 0.498, 2.604], [-0.821, 1.171, 1.772]]}

***

The most stable arrangement is arrangement 2, and the next structure is 42.6 kcal/mol less stable.